(1)
Molecular formula: C15H26BBrFIN5O8
Method: DFT, wB97M-V/def2-TZVPD

The geometry in XYZ format:
```
58
Properties=species:S:1:pos:R:3:forces:R:3:nbo_charge:R:1
O 4.5163 4.1274 1.9468 0.274 0.153 0.224 -0.570
O -0.8838 2.8840 -0.9578 0.029 0.239 0.157 -0.459
H -2.8941 1.0597 1.4373 0.209 -0.064 -0.175 0.369
C -1.8956 -2.1357 1.4721 -0.417 0.014 -0.063 -0.627
C 1.3018 -5.0214 4.3398 0.026 0.068 0.030 -0.486
H -0.9435 -2.0714 1.9964 -0.046 0.025 -0.118 0.220
F -0.6928 -3.0614 -0.3584 -0.104 0.086 0.009 -0.411
O -0.3840 -0.6985 -1.7665 0.139 0.057 0.250 -0.714
N -4.7607 1.4684 -1.2187 0.134 0.082 0.111 -0.859
Br 1.6706 -1.1878 1.0233 0.030 -0.052 0.261 -0.233
O -0.3914 -3.4438 4.2315 -0.061 -0.036 0.074 -0.379
H 1.0483 -6.0770 4.3277 0.010 -0.008 -0.025 0.224
O 0.0239 -4.6237 2.4707 -0.076 -0.090 0.016 -0.347
H 1.4339 2.0474 -2.3693 -0.040 -0.026 0.052 0.244
H -3.2783 -0.7383 -1.8372 0.085 0.143 -0.085 0.215
H -2.6222 -2.5267 -0.4966 0.104 0.075 -0.023 0.152
N 0.2135 -4.2996 3.6190 0.139 0.010 0.002 0.533
C -0.5549 2.4223 -1.9749 0.045 -0.313 0.098 0.602
H -2.4254 -3.0414 1.7881 0.218 0.034 0.065 0.192
H -4.2322 2.1484 -1.7589 -0.004 -0.049 0.006 0.365
N 1.2028 1.5749 0.5033 0.249 -0.165 0.573 -0.658
C 0.5262 1.4351 -2.3275 0.056 0.111 -0.240 -0.587
N -3.2108 1.5606 0.6148 -0.314 0.261 0.018 -0.855
O 4.5580 2.8361 0.1414 0.204 -0.165 -0.085 -0.506
C 1.3242 1.8339 1.6856 -0.527 0.091 0.690 0.928
H -5.0009 -0.0180 1.1496 0.003 0.015 -0.054 0.342
H 3.5553 0.3500 -0.0532 0.008 0.083 -0.129 0.240
C 0.5877 0.3503 0.0370 -0.297 0.288 -0.461 0.538
I -1.5889 3.1629 -3.8172 -0.068 0.148 -0.206 -0.149
H 1.6261 -0.8557 -3.0792 0.062 -0.057 0.115 0.217
H 0.3321 1.0786 -3.3401 0.064 0.077 0.108 0.258
B -1.4108 -0.6289 -0.6645 -0.117 -0.268 -0.536 0.814
N -4.6062 -0.3820 0.2870 -0.163 0.211 0.058 -0.861
H -5.3914 -0.6154 -0.3141 0.116 -0.153 -0.025 0.360
H -5.3950 1.9918 -0.6186 -0.012 -0.032 -0.043 0.333
H 2.7284 2.5827 -0.8052 0.237 -0.009 -0.048 0.201
H 3.9900 -0.6078 -2.5981 -0.085 0.095 -0.070 0.215
O -0.6797 0.2575 0.3485 0.329 0.057 0.224 -0.671
H 2.2186 -4.8506 3.7838 -0.001 -0.013 -0.020 0.235
H 2.0750 -1.5018 -1.5208 -0.058 0.052 0.006 0.248
C 3.9409 0.7906 -0.9757 0.192 0.028 -0.049 -0.438
C 3.9679 3.6697 0.9933 -0.403 0.022 -0.143 0.654
H 1.3618 -4.6291 5.3476 -0.005 0.006 -0.002 0.223
O 1.4329 2.1632 2.8015 0.165 -0.129 -0.891 -0.488
H -2.5183 -1.2862 1.7724 0.080 -0.076 -0.022 0.200
H 2.9213 3.8999 0.7287 -0.012 -0.020 -0.019 0.095
H 5.0192 0.5927 -0.9885 -0.109 0.017 0.013 0.205
H 3.2167 0.9052 -3.0162 0.084 -0.082 0.070 0.185
C 3.7768 2.2997 -0.9420 -0.144 0.025 -0.138 -0.079
C -1.7150 -2.1112 -0.0384 -0.006 -0.027 0.120 -0.051
H -3.8598 2.2857 0.9007 -0.014 -0.119 0.100 0.340
C -3.8354 0.6875 -0.3795 0.055 -0.075 0.011 0.429
C 1.9486 -0.5707 -2.0696 -0.031 -0.055 -0.209 -0.425
H 4.1467 2.7489 -1.8704 0.044 -0.029 0.088 0.171
H -2.4977 0.8177 -2.0374 0.004 -0.141 0.174 0.192
C 3.2953 0.1494 -2.2210 -0.021 0.106 0.101 -0.405
C -2.7716 0.0647 -1.2830 0.002 -0.119 0.117 -0.707
C 0.7056 0.1306 -1.5001 -0.263 -0.308 -0.063 0.228
```
Positions in Å, forces in eV/Å.

## Properties
**HOMO-LUMO gap**: 7.74 eV
**Total charge**: -1
**E_HOMO**: -5.42 eV



(2)
Molecular formula: C15H26BaNO2P
Method: DFT, wB97M-V/def2-TZVPD

The geometry in XYZ format:
```
46
Properties=species:S:1:pos:R:3:forces:R:3:mulliken_charge:R:1
H -1.7439 3.2354 -4.0407 1.212 -0.222 0.421 0.300
C 3.5090 -1.4833 -0.0993 0.020 0.091 -0.148 -1.149
N -2.7558 -1.0135 -3.0100 0.490 -0.625 0.564 -0.190
H -3.0651 1.5372 -2.9858 0.288 -0.347 0.458 0.301
H -1.1961 -0.1231 -4.1502 -0.183 -0.349 0.047 0.215
C 2.1612 -1.3699 -2.7290 -0.129 -0.269 0.102 -1.252
C 2.5904 1.1217 -1.3153 -0.011 -0.190 0.245 -1.092
H 3.5717 -1.0160 0.9127 0.169 -0.293 -0.745 0.285
P 2.0966 -0.6781 -1.0037 0.850 -0.088 -1.462 0.603
H 3.2212 -2.5513 0.0540 0.372 0.740 -0.203 0.352
C -0.5252 1.3455 3.1749 -1.774 2.304 -1.314 -0.676
H 0.1612 -1.6110 2.1660 -0.499 -0.842 -0.420 -0.041
H -2.5447 -2.9471 -2.0039 -0.013 0.275 -0.228 0.252
H 0.5131 1.3173 2.7934 -0.419 0.346 0.260 0.355
H -3.3955 -0.3545 -1.1043 0.590 0.010 -0.563 0.436
C -1.5861 2.5021 1.2475 0.288 -3.670 -4.638 -0.216
C -3.2501 -2.3449 -2.6197 -0.020 0.598 -0.268 -0.950
C 0.1231 1.4409 -1.7743 0.797 -1.033 0.009 0.169
H -0.5238 1.5845 4.2298 0.002 0.035 0.010 0.303
Ba -0.2359 0.3248 0.4344 -1.407 0.197 0.474 1.321
H 2.6977 3.1187 -3.3201 -1.203 -0.036 0.012 0.326
H -1.6139 -0.6831 -1.3271 -0.678 0.489 -0.273 -0.269
H 0.6460 4.0345 -4.5729 -0.042 -0.314 0.431 0.332
H 4.4718 -1.3981 -0.6494 -0.489 -0.155 0.553 0.343
H 3.5310 1.1091 -1.8964 -0.308 0.237 0.267 0.436
C -2.4005 1.3229 -2.1206 -0.150 0.246 0.206 -1.368
H -4.1622 -2.1886 -2.0277 0.143 -0.261 -0.266 0.344
C -2.5361 -0.2190 -1.8051 0.291 0.583 -0.388 0.151
H -1.8054 -1.7315 -4.7036 0.213 0.252 0.014 0.437
C -0.9923 1.8926 -2.4528 -0.499 0.878 -1.068 0.269
H -3.4775 -2.8890 -3.5401 -0.074 -0.142 0.249 0.328
H 1.4430 -0.8112 -3.3696 0.582 -0.193 0.523 0.190
H -0.6669 -1.6219 -3.3382 -0.517 0.177 0.141 0.114
O -1.3305 2.5696 2.5404 1.700 0.187 4.650 -0.188
C -1.5327 -1.1210 -3.8340 -0.499 -0.020 0.037 -0.782
H -0.2596 -1.9843 1.6429 0.611 0.035 0.892 0.121
O -1.9587 3.3537 0.4548 -0.146 1.173 2.464 -0.469
C 1.4323 1.8553 -2.0512 -0.115 0.397 -0.902 0.655
H 1.7848 -2.4173 -2.6698 0.460 0.601 -0.176 0.369
H 3.1815 -1.3329 -3.1701 -0.642 -0.083 0.260 0.411
H -2.8682 1.8844 -1.2672 0.732 -0.335 -0.573 0.369
C -0.8377 2.8704 -3.4861 0.807 -0.556 0.697 -0.705
C 1.6472 2.8190 -3.0683 -0.411 -0.430 0.168 -0.787
H -1.0295 0.3759 2.9983 -0.090 0.683 0.179 0.241
C 0.4973 3.3075 -3.7610 -0.239 -0.086 0.025 -0.515
H 2.8174 1.5386 -0.3001 -0.059 0.006 -0.721 0.321
```
Positions in Å, forces in eV/Å.

## Properties
**HOMO-LUMO gap**: 5.24 eV
**E_HOMO**: -5.70 eV



(3)
Molecular formula: C15H26BrN3O3SSe2Ti
Method: DFT, wB97M-V/def2-TZVPD

The geometry in XYZ format:
```
52
Properties=species:S:1:pos:R:3:forces:R:3:lowdin_spin:R:1
C -2.2313 -0.4968 4.1414 0.290 0.040 0.359 0.001
H -4.4484 -3.7706 -1.4424 -0.099 -0.014 0.009 0.000
H 2.3133 2.2667 4.1923 -0.011 0.036 -0.003 0.000
H -3.5829 -2.4863 1.7501 -0.007 -0.103 0.157 0.000
H -3.2315 -5.0216 -1.1926 0.054 -0.069 -0.054 0.000
C 3.4480 -0.1202 -0.1721 0.087 -0.147 0.020 0.001
N -0.8922 -0.3967 4.7331 -0.243 -0.126 -0.119 0.000
H -1.1353 -4.5247 -0.0684 0.002 -0.022 -0.061 0.000
H 2.1757 -1.7996 0.2350 0.005 -0.118 0.068 0.001
H -3.0240 -1.8701 -1.8688 -0.136 0.169 -0.065 0.000
H 2.2153 2.9206 -1.0681 0.031 -0.146 0.038 0.000
H -0.6957 -1.4578 -2.0051 -0.015 0.053 -0.105 0.002
C -1.7212 -3.9058 0.6099 -0.033 0.060 -0.055 0.013
H 1.3864 0.5413 7.0838 -0.007 -0.010 -0.044 0.000
H 2.6592 0.6436 3.5833 0.022 -0.097 -0.118 0.000
H -2.1917 -4.5630 1.3387 -0.058 -0.080 -0.026 0.000
C 0.8301 1.1481 6.3675 0.094 -0.140 -0.235 0.000
Br -0.5965 1.8717 -0.9231 -0.186 0.157 -0.013 0.001
C 0.0930 0.3104 4.1687 0.158 -0.134 0.249 0.006
C -0.6407 -1.3452 5.8256 -0.095 0.163 -0.164 0.000
H 3.1211 1.0774 5.2361 -0.012 0.002 0.002 0.000
C 2.2425 -0.7625 -0.0552 -0.040 -0.066 -0.037 0.008
Se -0.4719 -2.8611 1.7033 0.112 0.047 0.312 -0.017
C -2.8177 -3.1596 -0.1685 -0.075 0.032 0.423 0.000
C -2.2834 -2.5330 -1.4333 0.458 0.197 -0.088 0.002
N 1.0673 -0.1494 -0.2792 0.955 0.256 -0.384 0.002
O -4.6565 -4.7678 0.2971 0.202 0.264 -0.233 0.000
H -2.4418 0.3746 3.5423 -0.009 0.192 -0.113 0.000
C -3.7958 -4.2277 -0.6971 -0.364 -0.251 0.301 0.000
H 4.3702 -0.6594 0.0157 -0.075 0.079 -0.025 0.000
H -2.3171 -1.3778 3.5160 0.021 -0.196 -0.097 0.000
H -2.0150 -3.3076 -2.1489 0.010 -0.109 -0.100 0.000
S 0.1576 0.7385 2.4977 0.028 0.142 0.236 0.010
Se -3.1226 -0.2529 0.6863 -0.398 0.037 -0.078 -0.031
C 2.2425 1.8763 -0.7804 -0.185 0.144 -0.062 -0.002
H -4.6613 -2.1741 0.4106 -0.085 -0.037 -0.054 0.000
H -0.2278 1.0852 6.5911 -0.074 -0.005 -0.018 0.000
H 5.3433 1.4339 -0.4937 0.019 0.011 0.001 0.000
H -1.2228 -1.0986 6.7133 -0.017 0.064 0.005 0.000
C 2.3707 1.2101 4.4579 -0.247 -0.046 0.161 0.000
H 1.1460 2.1869 6.4739 0.009 -0.012 -0.024 0.000
C 3.4459 1.2262 -0.5306 0.180 0.125 -0.049 0.007
H -2.9511 -0.5561 4.9590 0.029 0.008 -0.014 0.000
O 4.5496 1.9569 -0.6610 0.237 0.046 -0.001 0.004
O -1.0713 -1.7676 -1.1762 -0.121 -0.219 -0.049 0.013
C -3.6198 -2.1676 0.7164 0.147 -0.086 -0.250 0.001
N 1.0912 0.7245 4.9806 0.070 0.217 -0.030 -0.001
H -0.9348 -2.3362 5.4812 -0.031 -0.040 -0.033 0.000
C 1.1049 1.1309 -0.6377 0.137 0.142 -0.157 0.008
Ti -0.7373 -0.7020 0.6299 -0.839 -0.331 0.656 0.970
H 0.4115 -1.3631 6.0782 0.088 -0.023 -0.008 0.000
H -4.1578 -5.3583 0.8690 0.014 -0.056 -0.030 0.000
```
Positions in Å, forces in eV/Å.

## Properties
**HOMO-LUMO gap (alpha / beta)**: 7.72 / 7.77 eV
**Total charge**: +1
**Spin multiplicity**: 2
**E_HOMO (alpha / beta)**: -10.53 / -10.56 eV



(4)
Molecular formula: C15H26Cl2O2SiTi
Method: DFT, wB97M-V/def2-TZVPD

The geometry in XYZ format:
```
47
Properties=species:S:1:pos:R:3:forces:R:3:nbo_charge:R:1
C -0.7039 -0.1727 -2.9799 -0.412 -0.057 0.625 -0.066
C 3.2119 2.7636 3.3616 0.006 -0.720 -0.016 -1.097
H 0.0290 -2.8982 -2.8511 0.157 -0.023 0.069 0.228
H 4.5664 -0.9000 2.6204 -0.043 -0.716 -0.127 0.241
C 0.8870 0.2669 0.9349 4.456 2.423 5.232 -0.154
Cl -0.0747 -2.3987 0.1887 -0.302 0.563 -0.726 -0.339
C -2.3551 0.5716 -1.5479 0.099 -0.755 -0.698 -0.163
H -3.7659 0.9931 -0.0020 0.028 -0.086 0.138 0.236
H -1.3329 0.8190 1.5882 0.184 -0.324 0.250 0.449
H -1.4447 3.1036 -2.1979 -0.134 0.189 0.131 0.207
H -1.4603 -3.4160 -2.0911 -0.012 -0.058 0.184 0.254
H -2.9004 -2.6688 -0.5324 0.088 -0.135 0.266 0.281
H -0.0661 -0.1983 -4.9955 -0.049 -0.006 -0.213 0.189
Cl 1.8221 -0.1487 -1.1151 0.738 0.146 -2.585 -0.405
H 2.3473 -0.8722 4.7179 -0.163 -0.707 -0.037 0.247
C -3.3317 1.4666 -0.8770 -0.130 -0.002 0.045 -0.617
C -1.3157 0.9853 -2.4483 -0.312 -0.603 0.704 -0.075
C -1.0391 -2.7098 -2.7957 0.007 -0.200 -0.106 -0.635
H -4.2026 -1.9170 -1.4580 -0.161 -0.023 -0.111 0.184
H -2.8668 2.3943 -0.5573 0.027 0.234 0.089 0.199
H -1.4357 2.5405 -3.8689 -0.017 0.180 -0.116 0.198
H -2.6368 -4.2290 2.8926 0.140 0.004 -0.162 0.372
H -4.1449 1.7121 -1.5619 -0.159 0.124 -0.049 0.195
H 0.9993 -1.0730 -3.8990 0.095 -0.076 0.076 0.233
C -1.0179 2.3730 -2.8741 0.134 0.148 -0.090 -0.634
C -2.3639 -0.8580 -1.5249 -0.225 0.578 -1.227 -0.077
O -1.2772 -0.0908 1.2568 -2.173 1.154 -0.709 -0.919
Ti -0.4610 -0.1387 -0.4859 2.629 -2.861 1.980 1.066
H 1.5114 0.6175 5.0857 -0.667 0.206 0.195 0.234
C -3.3428 -1.7194 -0.8153 -0.002 -0.108 0.063 -0.640
H 3.1749 0.4050 5.5765 0.529 0.096 0.770 0.198
C 1.7657 0.5314 1.8612 -2.687 -0.326 -2.164 -0.726
H 5.3940 0.3772 3.4789 0.727 0.089 0.566 0.201
H 3.5395 3.1771 2.4307 0.198 0.356 -0.631 0.230
H 3.9330 2.9805 4.1217 0.568 0.307 0.601 0.205
Si 3.0261 0.9108 3.1895 -1.818 -0.813 -1.754 1.621
C 4.6728 0.1602 2.7189 -0.569 0.418 0.367 -1.102
O -2.0068 -4.2755 2.1551 -0.428 -0.328 0.231 -1.361
C -1.3268 -1.3078 -2.4129 -0.827 0.647 0.246 -0.044
H 1.0145 0.6794 -3.9166 0.138 0.094 0.056 0.220
C 2.4537 0.1879 4.8164 0.472 0.418 -0.594 -1.100
H 2.2696 3.1930 3.6310 -0.632 0.357 0.161 0.230
H 0.0515 2.5560 -2.9239 0.206 0.052 -0.044 0.219
H 5.0005 0.5738 1.7880 0.242 0.209 -0.665 0.232
H -1.4691 -2.9079 -3.7797 -0.069 -0.060 -0.188 0.185
C 0.3733 -0.1922 -3.9959 0.072 0.001 -0.230 -0.630
H -3.7007 -1.2466 0.0936 0.050 -0.005 0.195 0.231
```
Positions in Å, forces in eV/Å.

## Properties
**HOMO-LUMO gap**: 3.95 eV
**Total charge**: -2
**E_HOMO**: 0.58 eV